1.
DFT (ωB97M-V/def2-TZVPD) results for the ion C6H12N with charge +1.

Structure (XYZ):
```
19
Properties=species:S:1:pos:R:3:forces:R:3
C -0.833749 2.825346 0.600419 0.2 0.6 0.2
C -0.295177 1.941976 -0.185283 0.2 -4.1 -1.4
C 0.505050 1.220568 -1.178446 2.3 0.7 0.5
C -0.353962 0.108242 -0.659301 -0.3 4.2 2.6
N 0.088828 -0.830864 0.394577 0.1 -1.4 -0.4
C -1.017184 -1.826662 0.697735 0.3 -2.2 1.0
C 1.383225 -1.333354 -0.095304 1.2 -2.8 -0.9
H -1.573573 2.635425 1.392527 0.3 0.1 -0.7
H -0.436958 3.842996 0.433727 -0.4 -0.4 0.5
H 0.418409 1.494101 -2.217224 -0.6 -0.1 -0.4
H 1.651461 1.143363 -1.056791 -1.8 0.2 0.3
H -1.233404 -0.189633 -1.134816 -1.0 -0.4 -0.7
H 0.369752 -0.474000 1.305152 -0.7 0.9 -0.1
H -1.590635 -2.011571 -0.215763 0.1 0.2 0.4
H -0.689365 -2.897448 1.107529 0.0 2.6 -1.0
H -1.604079 -1.395555 1.519870 -0.1 0.0 -0.6
H 2.082567 -0.669203 0.325187 1.3 0.4 0.7
H 1.643799 -2.436353 0.133072 -0.7 1.9 -0.1
H 1.484996 -1.147374 -1.166867 -0.4 -0.5 0.1
```
Forces are in eV/Å.

Properties
Charge: +1
Energy above the lowest of the compared OMol25 structures with the same formula, charge and spin: 4.384 eV
E_LUMO: -3.14 eV
Largest force on an atom: 5.0 eV/A
Energy: -7895.6775 eV
SMILES: C=C1C[C@H]1[NH+](C)C
HOMO: -13.0 eV
Spin multiplicity: 1
Kohn-Sham gap: 0.3643 Eh


2.
DFT (ωB97M-V/def2-TZVPD) results for a structure of composition C6H12N.

Structure (XYZ):
```
19
Properties=species:S:1:pos:R:3:forces:R:3
C -0.860200 -0.868901 0.418778 5.7 -0.1 -2.5
C 0.832523 -0.887388 -0.463734 -5.7 -0.1 2.5
C -2.246696 -1.035794 0.098397 -0.9 -0.2 0.0
C 2.209232 -1.075010 -0.103646 0.8 0.0 0.0
C 0.457257 1.102617 1.131362 0.3 0.3 0.7
C -0.421874 1.150434 -1.125269 -0.3 0.4 -0.7
N 0.002220 0.297217 -0.008568 0.0 0.0 0.0
H -2.690613 -0.264442 -0.536516 0.1 -0.1 0.0
H -2.780724 -1.054795 1.058075 -0.1 0.1 0.0
H -2.404966 -2.035834 -0.314042 0.0 0.1 -0.1
H 2.451462 -2.135542 -0.057027 0.0 0.0 0.0
H 2.524193 -0.552911 0.802974 -0.1 -0.1 0.1
H 2.790185 -0.655985 -0.936367 0.1 0.0 0.0
H 0.695296 0.444920 1.967750 0.0 0.0 -0.1
H 1.336701 1.688429 0.862707 -0.1 -0.1 -0.1
H -0.337363 1.781694 1.437095 -0.1 0.0 -0.1
H -0.714026 0.528684 -1.970942 0.0 0.0 0.1
H -1.255514 1.788465 -0.833363 0.0 -0.1 0.1
H 0.412907 1.784149 -1.427661 0.0 -0.1 0.1
```
Forces are in eV/Å.

Properties
Charge: +1
Energy above the lowest of the compared OMol25 structures with the same formula, charge and spin: 6.532 eV
E_LUMO (alpha / beta): -5.44 / -5.52 eV
Largest force on an atom: 6.3 eV/A
Energy: -7893.5291 eV
HOMO (alpha / beta): -13.8 / -13.7 eV
Spin multiplicity: 1
Kohn-Sham gap (alpha / beta): 0.3068 / 0.3016 Eh


3.
DFT (ωB97M-V/def2-TZVPD) results for a cluster of 2 separate species, C6H12N in total.

Structure (XYZ):
```
19
Properties=species:S:1:pos:R:3:forces:R:3
C 0.210557 -0.602108 2.132238 -3.2 0.2 -0.3
C 0.538071 -1.992446 2.566532 -0.1 1.0 -1.8
C 0.547159 -1.809995 1.282995 1.3 0.1 -0.5
C -0.421535 2.122636 0.188078 5.1 -2.0 0.7
C -0.158414 -0.478910 -2.539700 0.1 -4.0 -0.1
C -0.188455 1.410948 -1.067213 1.2 3.3 -0.9
N -0.125999 0.187680 -1.312279 -1.6 -1.8 1.7
H 0.824117 0.284005 2.121064 0.7 -0.1 0.7
H 0.530560 -2.626240 3.386023 0.4 -0.9 1.3
H 1.011669 -2.066275 0.297717 -0.9 -0.1 1.2
H 0.733507 2.151996 0.708378 -2.9 0.4 -1.6
H -0.834043 3.073567 0.159395 -0.7 1.6 -0.3
H -0.818103 1.420628 0.823045 -1.7 -1.1 2.0
H 0.589946 -1.300311 -2.525523 0.1 0.9 -0.4
H -1.078566 -1.087941 -2.590829 0.0 0.5 0.2
H -0.168419 0.120870 -3.362129 0.5 1.7 -2.2
H 0.134080 2.015691 -1.908197 -0.4 0.2 -0.3
H -0.916030 -0.320266 2.273877 1.8 -0.3 -0.6
H -0.410100 -0.503528 -0.633471 0.2 0.3 1.3
```
Forces are in eV/Å.

Properties
Charge: +1
Energy above the lowest of the compared OMol25 structures with the same formula, charge and spin: 4.649 eV
E_LUMO: -4.49 eV
Largest force on an atom: 5.5 eV/A
Energy: -7895.4126 eV
HOMO: -12.8 eV
Spin multiplicity: 1
Kohn-Sham gap: 0.3068 Eh


4.
DFT (ωB97M-V/def2-TZVPD) results for a cluster of 2 separate species, C6H12N in total.

Structure (XYZ):
```
19
Properties=species:S:1:pos:R:3:forces:R:3
C 0.067384 1.618149 0.595458 0.0 1.1 -0.9
C 1.015666 0.926621 1.242633 -3.0 0.9 0.0
C -0.559071 1.533014 -0.759661 -0.2 -0.9 -0.8
C -0.933380 0.534503 -1.534486 1.1 0.8 0.7
C 1.354379 1.035665 2.668945 1.0 1.0 0.4
C -1.262830 -0.480513 -2.339427 -1.0 2.7 1.3
N -0.261507 -2.445727 -0.793724 -0.9 0.2 3.0
H -0.261602 2.604723 0.922564 0.2 -0.4 1.1
H 1.375282 0.025662 0.911136 0.9 -1.9 -1.8
H -0.891714 2.509263 -1.191129 0.5 -0.7 0.2
H 0.542075 1.361503 3.306732 -0.2 0.2 -0.1
H 2.158368 1.816088 2.727504 -0.2 -1.1 0.6
H 1.628137 0.011355 2.966087 0.5 0.8 0.4
H -0.619870 -1.440489 -1.380453 -0.2 -1.4 0.9
H -0.614700 -0.709926 -3.111144 1.2 -0.5 -1.7
H -2.321996 -0.494445 -2.489740 -0.7 -1.1 0.0
H 0.158916 -3.103057 -1.376201 1.4 -1.1 -1.7
H -0.999132 -3.069453 -0.344436 0.6 1.6 -0.5
H 0.425597 -2.232936 -0.020659 -0.9 -0.1 -1.0
```
Forces are in eV/Å.

Properties
Charge: +1
Energy above the lowest of the compared OMol25 structures with the same formula, charge and spin: 3.775 eV
E_LUMO: -3.53 eV
Largest force on an atom: 3.2 eV/A
Energy: -7896.2869 eV
HOMO: -12.6 eV
Spin multiplicity: 1
Kohn-Sham gap: 0.3338 Eh